273
Properties=species:S:1:pos:R:3:forces:R:3:lowdin_charge:R:1 method="wB97M-V/def2-TZVPD" e_above_lowest_kcal_mol=57.74 orbital_gap_ev=8.80 total_energy_ev=-123480.1013 e_lumo_ev=0.4 homo_energy_ha=-0.3099
O -0.082 -1.878 7.646 1.277 -0.121 -1.369 -0.0527
O -3.903 2.830 0.668 1.116 0.655 1.472 -0.1779
O 2.561 5.830 2.570 -0.113 1.090 -1.085 -0.0310
O 5.129 0.037 1.056 -0.031 -0.827 0.142 -0.1771
O 2.252 5.665 -0.386 -0.314 0.164 -0.152 -0.2114
O -6.700 -3.579 1.903 3.439 0.041 -0.648 -0.2043
O -2.492 0.089 6.645 0.344 0.391 -0.385 -0.2095
O -5.530 -3.810 -2.614 0.286 0.209 -0.342 -0.1932
O 2.158 -3.303 1.081 0.914 -0.625 0.507 -0.0643
O 3.062 1.166 -6.831 -0.520 0.357 -0.869 -0.2218
O 1.217 -0.724 -5.176 -1.608 -0.084 -1.733 -0.0747
O -0.310 0.034 0.193 0.433 -0.262 -0.585 -0.1946
O -3.002 4.071 -3.142 0.430 -1.089 -0.625 -0.2079
N 1.533 8.601 -0.858 -1.144 0.397 -0.195 0.0380
N 2.151 -4.751 1.153 -0.290 -0.610 0.261 -0.0730
N -4.783 7.259 -2.799 0.227 -0.654 1.076 0.0349
N -3.279 0.185 -0.816 -0.137 -0.272 2.322 0.0462
N -2.338 -2.394 -1.677 -0.725 -0.225 -0.293 0.0535
N 1.285 -0.835 -2.164 -0.515 0.384 2.798 0.0835
N -3.136 0.553 3.065 -0.327 -0.896 -1.512 0.0689
N 0.423 -1.427 -6.245 1.313 -1.784 0.771 -0.0222
N 0.750 -1.730 6.381 -0.553 -0.552 1.310 -0.0121
N -3.202 -2.512 1.612 -1.451 0.986 -1.326 0.0773
N 4.209 2.867 -3.910 -1.457 2.900 -0.201 0.0717
N 1.879 4.618 2.678 -1.136 -0.576 0.756 -0.1090
N 6.793 -0.160 -1.273 -0.234 0.187 -0.268 0.0433
C -1.706 -1.068 -4.983 1.887 -0.686 -0.686 0.0031
C 4.722 -0.685 -0.082 0.052 -0.013 -0.952 -0.2284
C -0.761 -3.090 5.155 1.014 0.501 -1.509 -0.0431
C 0.155 1.409 -2.405 -0.602 -1.152 1.537 -0.0469
C -0.861 0.514 -6.716 -1.286 -0.169 -0.757 -0.0376
C 2.650 7.897 -1.381 1.349 -1.304 0.318 -0.4474
C 3.783 -4.611 -0.673 1.675 0.638 0.784 -0.0214
C -4.555 -3.156 -1.806 -0.229 -1.115 -0.841 -0.2024
C 2.797 3.658 3.285 0.902 -0.519 1.006 -0.4986
C 1.951 -7.275 -0.183 -1.979 -0.480 -1.145 -0.2010
C 2.717 -2.202 7.976 -0.637 1.234 0.321 -0.0183
C 3.060 -1.284 5.598 -1.123 -0.166 -0.445 -0.0950
C 3.054 -2.682 4.873 0.240 1.109 0.475 -0.1575
C -2.092 1.308 7.295 -0.351 -0.850 -0.262 -0.0702
C -1.476 -3.172 -7.341 0.490 -0.037 -1.666 -0.1697
C -4.656 5.783 -2.962 0.300 0.154 1.495 -0.4517
C 2.174 -3.038 -6.230 -0.612 -3.853 -2.616 -0.0437
C 0.542 4.847 3.311 0.143 -0.664 0.031 -0.4418
C 2.113 -1.322 6.832 -0.960 -0.521 0.055 -0.5154
C 1.864 0.066 7.390 1.636 0.050 0.657 -0.0478
C -3.341 5.354 -3.595 0.694 1.057 -0.556 -0.2186
C -2.836 3.734 0.455 -0.044 1.522 0.190 -0.0869
C 1.643 4.387 -0.527 -0.764 0.252 -0.454 -0.1064
C 0.320 -3.492 -4.683 -1.095 -0.428 1.528 -0.0410
C -0.194 -4.576 1.550 2.349 2.232 0.787 -0.0262
C 2.108 3.378 -5.143 0.930 -0.753 -1.803 -0.0409
C -5.603 -2.607 2.035 -1.112 -0.632 1.558 -0.1650
C 0.985 -4.325 6.479 -0.481 2.179 0.122 0.0054
C -4.304 -3.390 1.953 -0.462 -0.948 -1.818 -0.4648
C 4.493 -5.164 1.747 0.084 1.550 -1.897 -0.0181
C -1.615 -1.653 -7.473 -0.688 -1.124 -1.598 -0.1503
C 0.597 5.507 4.724 -0.657 -0.491 -0.301 -0.0042
C -3.212 -3.257 -2.552 0.078 1.467 2.649 -0.3748
C 0.872 -5.126 0.535 -1.653 -0.013 1.233 -0.4791
C -0.362 5.575 2.297 0.683 0.819 0.404 -0.0291
C 0.652 -2.936 -5.996 2.238 2.094 -3.332 -0.5124
C -0.958 -0.973 -6.350 0.940 2.349 2.119 -0.5732
C -4.654 0.883 4.988 -0.590 -0.052 -0.196 -0.0501
C -5.873 5.300 -3.668 -0.007 0.008 -1.135 -0.0733
C 3.853 8.158 -0.434 -0.187 0.834 -0.762 -0.0476
C -4.003 -4.137 3.234 0.859 0.290 0.357 -0.0522
C 3.395 -5.343 0.623 0.743 0.271 0.034 -0.4793
C 4.782 -0.842 -2.549 -0.090 -0.200 -0.080 -0.0601
C 2.067 2.343 3.475 -2.089 0.590 -1.322 -0.1248
C 0.712 2.445 4.196 0.882 0.663 0.664 -0.1643
C -0.305 -0.559 1.488 -0.264 1.295 -1.131 -0.0725
C 0.623 -4.411 -0.801 0.005 0.098 0.747 -0.0229
C 3.879 3.403 2.258 1.462 1.080 -0.513 -0.0367
C 3.566 0.680 -8.059 -0.453 0.145 0.245 -0.0874
C -6.482 -4.471 -1.837 1.163 -0.171 1.155 -0.1069
C 3.513 4.061 4.635 -0.176 0.304 -0.950 -0.0068
C -1.927 3.489 -3.888 1.590 0.310 1.874 -0.0877
C 0.983 0.537 -0.155 -0.473 0.263 0.879 -0.1948
C 2.426 6.383 -1.619 -0.205 -0.045 0.377 -0.1731
C 3.937 1.990 -6.116 -0.720 -1.826 1.850 -0.2067
C -0.029 -3.632 -7.199 0.340 -0.617 0.564 -0.1304
C 0.666 -2.998 5.644 -0.495 -1.237 1.485 -0.5185
C 0.705 -6.663 0.481 1.200 0.432 0.798 -0.1161
C -4.606 1.054 -2.582 -0.189 -0.738 -0.991 -0.0494
C -7.902 -2.981 2.017 -1.325 1.288 0.750 -0.1770
C -3.754 1.434 -1.361 -1.326 0.046 -0.928 -0.4176
C 1.194 0.560 -1.620 0.513 -0.133 -3.067 -0.3762
C -2.311 0.134 5.245 0.535 -1.162 -1.141 -0.2007
C 1.606 -2.914 4.482 -0.495 -1.526 -2.051 -0.1705
C -2.710 -4.696 -2.558 1.234 0.922 0.425 -0.0413
C -0.133 3.456 3.462 -0.003 0.318 -0.231 -0.1459
C 3.203 2.340 -4.807 -0.097 -0.551 -1.206 -0.4205
C -3.283 0.993 4.394 0.558 0.602 1.702 -0.4767
C -4.561 2.356 -0.430 -1.827 0.057 -1.313 -0.2270
C 3.230 -6.876 0.450 -0.382 1.155 0.569 -0.1448
C 5.055 -0.760 2.243 -0.123 2.464 -0.013 -0.0822
C 5.315 -0.086 -1.348 0.829 0.319 0.660 -0.4438
H 0.887 8.833 -1.619 -0.019 -0.291 0.752 0.0856
H -4.018 0.680 -3.464 -0.146 0.152 1.060 0.0783
H -4.141 7.534 -2.044 -0.192 0.111 -0.474 0.0705
H 3.722 -1.097 -2.374 0.309 0.155 -0.347 0.0564
H 0.851 -4.437 -4.469 -0.058 0.433 -0.266 0.1031
H -2.972 4.585 -0.274 -0.735 -0.965 0.272 0.0995
H 1.908 -2.676 8.556 0.326 0.541 -0.051 0.0808
H -3.289 -5.288 -3.239 -0.198 -0.571 -0.137 0.0753
H 1.223 -0.908 -3.149 -0.206 0.305 -1.093 0.0021
H -4.959 -0.164 4.891 -0.301 0.096 0.410 0.0832
H 2.708 0.151 -8.473 0.473 -0.351 -0.298 0.0891
H 2.675 1.442 -4.460 0.301 -0.067 0.262 0.1161
H 1.289 0.015 8.318 0.022 0.110 -0.257 0.0907
H 0.149 -4.651 2.635 -0.377 -0.153 -1.514 0.0877
H 3.232 -7.294 1.460 0.413 -0.216 -0.083 0.1234
H -4.470 -4.192 1.135 0.161 1.008 1.125 0.1454
H -0.931 4.044 -3.720 -1.331 -0.468 0.007 0.1044
H 4.302 4.374 1.909 -0.367 -0.580 0.155 0.1000
H -1.297 -0.901 1.641 -0.756 -0.594 0.377 0.0446
H 4.075 -1.183 2.387 -0.721 0.041 0.087 0.0578
H 1.579 6.208 -2.325 0.234 0.112 0.595 0.1267
H 2.675 1.579 3.843 1.282 -0.980 1.056 0.0868
H -1.746 2.455 -3.522 -0.472 0.780 -0.291 0.0575
H 0.668 -5.174 5.892 -0.054 -0.303 -0.059 0.0760
H -3.512 1.217 2.387 -0.002 -0.237 0.155 0.0683
H 3.859 9.266 -0.263 0.426 -0.970 -0.274 0.0894
H -8.678 -3.624 1.642 -0.319 -0.375 -0.087 0.0848
H 4.818 7.760 -0.802 -0.481 0.352 0.086 0.0841
H 4.757 2.880 2.660 -0.461 -0.213 0.030 0.0832
H -3.028 2.049 4.374 0.474 0.315 0.404 0.1273
H -3.723 -3.434 4.071 -0.333 -0.562 -0.755 0.0919
H 5.338 -1.776 -2.747 -0.131 0.379 0.317 0.0908
H 3.926 -3.516 -0.463 -0.034 -1.138 -0.246 0.0741
H 5.738 -1.569 2.242 1.047 -0.757 -0.085 0.0725
H 2.257 3.595 -0.974 0.389 0.334 0.009 0.0847
H -2.738 -5.025 -1.522 -0.606 -0.421 0.160 0.0749
H -2.049 3.484 -4.944 -0.673 0.021 -1.030 0.0723
H 2.059 -4.346 6.659 -0.262 -0.431 0.299 0.0495
H 0.610 -2.754 -3.916 -0.330 -0.506 -0.031 0.0775
H -7.391 -4.527 -2.366 -1.060 -0.403 -0.851 0.0673
H 4.164 2.934 -6.537 0.528 0.872 -1.182 0.1115
H 7.121 0.476 -0.552 -0.116 -0.160 0.187 0.0672
H 1.808 -8.356 -0.119 0.297 -0.136 -0.262 0.1112
H 3.887 1.459 -8.749 -0.231 0.467 -0.036 0.0851
H 0.832 6.564 4.659 0.070 0.087 0.117 0.0802
H -0.237 -6.958 0.019 0.095 0.242 -0.445 0.1187
H 3.044 3.556 5.475 0.002 0.209 0.264 0.0693
H -5.716 4.246 -3.853 -0.439 -0.329 -0.356 0.0726
H -0.871 -2.378 4.341 -0.380 0.330 0.055 0.0757
H -2.653 4.267 1.409 -0.016 -0.714 -0.378 0.0772
H -0.174 6.625 2.025 0.316 -0.163 0.670 0.0909
H 3.639 -0.625 -0.247 -0.085 -0.267 0.460 0.0975
H -1.349 5.497 2.682 -1.041 0.288 0.422 0.0624
H 2.204 1.010 -1.849 -0.724 -0.165 0.551 0.1340
H 5.025 0.988 -1.385 -0.296 -0.424 -0.045 0.1260
H 0.446 -1.295 1.515 0.833 -1.379 0.187 0.0510
H -0.882 1.093 -2.166 0.563 -0.285 -0.200 0.0758
H 1.226 -3.513 -0.696 -0.399 0.360 -0.528 0.0667
H 5.291 -0.001 3.021 -0.200 -0.951 -0.046 0.1037
H 1.105 8.005 -0.159 -0.480 0.272 0.011 0.0702
H 0.062 -4.720 -6.965 -0.472 0.522 -0.185 0.1292
H 2.751 -2.716 -5.441 1.242 1.006 1.709 0.0375
H -7.952 -2.027 1.459 -0.083 -0.114 0.168 0.0919
H -3.131 -4.807 3.046 -0.631 0.306 0.307 0.0824
H -1.868 -3.649 -8.241 -0.294 -0.034 0.076 0.1131
H -2.823 2.091 7.089 -0.124 0.104 0.216 0.0782
H 0.393 -4.218 7.413 0.587 -0.473 -0.490 0.0912
H 4.607 2.298 -3.211 0.127 -1.043 0.709 0.0309
H -4.687 1.252 6.004 0.086 -0.421 0.486 0.0688
H 1.844 1.994 2.447 -0.187 0.047 0.258 0.1077
H 1.433 0.726 6.674 -0.768 0.342 -0.640 0.0515
H -5.123 1.902 -2.975 -0.437 0.858 -0.208 0.0434
H -0.757 -3.734 -4.649 0.373 0.238 0.451 0.0753
H 0.992 1.581 0.227 0.670 -0.467 0.072 0.1236
H 0.535 -3.542 -8.157 -0.291 0.502 0.762 0.1273
H -2.148 -2.064 -4.973 -0.504 0.398 0.555 0.0540
H 0.252 1.489 4.262 -0.499 -0.923 -0.437 0.0638
H 3.433 -3.491 5.523 -0.289 0.429 -0.141 0.1028
H 1.003 -4.953 -1.655 -0.318 -0.252 -0.352 0.0661
H 4.807 -4.074 1.650 0.008 -1.290 0.508 0.0806
H 4.885 -0.217 -3.436 -0.187 -0.069 -0.230 0.0599
H -4.875 -4.716 3.510 -0.033 -0.220 0.248 0.0780
H -6.104 5.871 -4.585 0.603 -0.402 0.032 0.0957
H -0.393 5.076 1.356 0.252 -0.740 -0.684 0.0449
H 2.455 -4.188 -6.393 -0.655 2.119 0.520 0.1286
H 1.554 0.001 -5.736 0.383 -0.205 0.404 0.0665
H 4.821 1.371 -5.919 0.318 0.522 0.169 0.1285
H 3.657 7.720 0.529 -0.110 -0.314 0.435 0.0512
H -4.985 3.227 -0.980 0.527 -0.365 -0.324 0.1173
H 0.169 2.433 -2.130 0.347 1.173 0.388 0.0378
H 2.348 -3.093 2.000 -0.054 0.269 0.149 0.0598
H 0.513 -1.343 -1.715 0.359 -0.017 -0.467 0.0595
H 1.478 -3.940 3.989 0.418 1.307 0.320 0.1242
H -1.039 -4.019 4.748 0.253 -1.610 -0.790 0.0610
H 7.170 0.231 -2.131 0.064 -0.171 -0.103 0.0656
H 4.456 0.077 -7.900 -0.027 -0.576 0.079 0.0868
H -4.507 -3.616 -0.796 0.234 0.067 -0.607 0.0968
H 2.625 -0.517 4.855 0.954 -0.905 1.111 0.1281
H 1.297 4.062 0.449 0.323 0.017 0.185 0.0560
H -1.222 -1.293 -8.463 0.010 -0.370 0.885 0.1387
H 1.316 4.990 5.352 0.300 0.165 -0.113 0.0529
H -6.686 -3.856 -0.942 -0.009 -0.616 0.092 0.0819
H -5.365 1.518 4.477 -0.254 0.036 -0.569 0.0764
H 3.582 5.139 4.764 -0.470 0.064 0.143 0.0779
H -2.500 6.030 -3.315 -0.552 0.035 -0.137 0.1321
H -8.043 -2.800 3.088 -0.706 0.437 0.028 0.0926
H -1.113 1.692 6.948 -0.178 -0.491 0.259 0.0861
H -2.110 0.988 8.340 0.289 0.745 -0.004 0.0973
H -2.418 -2.875 2.050 2.074 -0.596 0.879 0.0035
H -1.924 0.868 -6.937 1.425 -0.344 -0.395 0.1116
H 4.558 3.774 4.572 0.057 -0.432 0.116 0.0693
H 2.842 8.269 -2.377 0.393 0.351 -0.340 0.1302
H -3.416 5.361 -4.689 0.024 0.050 -0.085 0.1289
H -1.939 3.253 0.107 0.561 -0.527 0.065 0.0745
H 1.177 -2.170 3.733 0.847 -0.524 0.809 0.1317
H 4.021 -0.980 6.035 -0.001 0.027 -0.636 0.1216
H -2.360 -0.224 -4.958 -1.003 0.129 0.422 0.0598
H -2.987 -2.469 0.599 -0.214 -0.139 0.623 0.0577
H -1.103 3.611 3.898 -0.426 0.180 0.847 0.1008
H -1.266 0.370 5.020 0.021 0.395 0.030 0.0950
H -5.633 -2.103 3.077 -0.219 -0.592 -1.379 0.1409
H 2.848 0.503 7.599 -0.074 0.068 0.301 0.0869
H 1.769 -0.127 0.258 -0.334 0.565 0.259 0.1176
H -1.101 -5.046 1.440 -2.195 -1.345 -0.330 0.0380
H 3.522 2.865 1.390 -0.193 -0.170 -0.220 0.0686
H 1.563 3.588 -4.289 -0.940 0.908 1.937 0.0225
H 3.252 -1.432 8.606 -0.135 -1.444 -0.357 0.0995
H -0.111 0.622 -7.559 -1.016 0.382 1.020 0.1111
H 0.794 2.696 5.276 0.311 0.308 -0.502 0.1086
H 1.337 3.035 -5.862 0.710 -0.328 0.205 0.0890
H -0.652 1.039 -5.806 0.893 0.699 0.334 0.0430
H 3.324 -3.029 7.629 0.560 0.214 -0.039 0.0581
H 4.047 -7.230 -0.171 0.388 -0.150 0.325 0.1229
H -2.665 -1.401 -1.618 0.260 -0.970 -0.270 0.0354
H 1.929 -7.004 -1.259 0.112 -0.179 0.411 0.1166
H -1.613 -4.796 -2.734 -0.769 0.328 -0.589 0.0623
H -0.446 -4.146 -0.840 0.482 -0.189 -0.474 0.0637
H 3.313 5.980 -2.074 0.610 -0.218 -0.560 0.1077
H -2.360 -0.924 4.823 -0.494 1.116 0.835 0.1187
H -0.387 -3.479 1.349 0.333 -1.084 0.241 0.0777
H -2.050 -3.515 -6.520 -0.682 -0.429 0.915 0.0862
H 3.786 3.713 -3.477 0.876 -0.903 -0.036 0.0740
H -0.938 -0.973 -4.164 -0.948 -0.055 -0.732 0.0839
H -6.059 -5.481 -1.594 -0.769 0.635 0.252 0.1111
H -3.618 -0.349 2.969 0.387 0.319 -0.476 0.0581
H -1.414 -2.379 -2.056 0.723 0.034 -0.216 0.0240
H -0.357 5.348 5.280 0.334 0.386 -0.669 0.0952
H 0.317 1.352 -3.455 0.177 -0.241 -0.968 0.0454
H 4.696 -5.020 -1.122 0.213 0.116 0.406 0.0930
H 0.610 -7.069 1.512 0.263 0.364 -0.288 0.1263
H -3.358 -2.777 -3.504 0.014 -0.261 -0.747 0.1033
H -5.720 7.448 -2.401 0.693 -0.156 -0.452 0.0783
H -2.683 -1.356 -7.496 0.398 -0.234 0.167 0.1360
H -2.925 2.050 -1.717 0.214 -0.306 0.043 0.1000
H 0.748 4.494 -1.155 -0.002 -0.044 -0.106 0.0781
H -0.088 0.189 2.218 0.163 0.680 0.834 0.0700
H 4.018 -5.330 2.695 -0.116 -0.132 0.530 0.0636
H 3.092 -4.678 -1.463 -1.278 -0.197 -0.738 0.0452
H -2.574 0.382 -0.086 -0.236 -0.321 -0.463 0.0722
H -6.757 5.460 -3.091 -0.602 -0.220 0.824 0.0669
H 2.558 4.261 -5.614 -0.062 0.079 0.425 0.0913
H -5.496 1.889 -0.057 0.598 -0.382 -0.045 0.1388
H -4.926 -2.147 -1.685 0.368 0.687 0.116 0.1067
H -4.050 -0.327 -0.294 1.010 0.916 -0.861 0.1030
H -4.584 5.187 -2.002 -0.401 0.935 -0.363 0.1236
H 2.460 -2.598 -7.198 -0.122 0.272 0.569 0.0814
H -0.457 3.092 2.491 0.584 -0.320 -0.553 0.1075
H 3.732 -2.716 4.010 -0.205 0.271 0.046 0.0839
H -0.925 -1.472 7.419 -0.090 0.360 -0.327 0.0643
H -5.762 -1.816 1.286 0.376 -0.252 -0.045 0.1119
H 5.369 -5.838 1.615 -0.597 0.538 -0.034 0.0915
H -1.493 -2.984 5.884 -1.132 0.839 1.624 0.0657
H 5.032 -1.748 -0.054 -0.071 0.365 0.243 0.1228
H 2.490 5.986 1.600 0.326 0.179 0.655 0.0770
H -5.408 0.284 -2.415 0.861 0.555 0.353 0.0904